# 1
C4H9NO2 in the gas phase, computed with wB97M-V/def2-TZVPD.

The geometry in ORCA input format:
```
! RIJCOSX wB97M-V def2-TZVPD def2/J DEFGRID3
* xyz 0 1
C 0.5348 -1.3596 -1.1840
C -0.3510 -0.3933 -0.3985
C -0.2402 -0.6740 1.1014
O -1.3052 -0.0905 1.8170
N -0.0606 1.0137 -0.7204
C 0.3727 2.0074 0.0984
O 0.7850 1.9244 1.2449
H 0.5783 -1.1089 -2.2483
H 0.1224 -2.3720 -1.0956
H 1.5601 -1.3649 -0.7958
H -1.4009 -0.5664 -0.6758
H -0.2732 -1.7607 1.2507
H 0.7221 -0.2970 1.4572
H -0.9687 0.7356 2.1889
H -0.3888 1.3221 -1.6281
H 0.3133 2.9841 -0.4119
*
```

Values from the calculation:
gap between HOMO and LUMO	10.7	eV
SMILES string	C[C@@H](CO)NC=O

Mulliken population analysis, charges in e, atoms 1 to 6: number 1, C, carries -1.372; number 2, C, carries 0.606; number 3, C, carries -0.900; number 4, O, carries -0.567; number 5, N, carries -0.134; number 6, C, carries -0.051

---

# 2
5 unconnected molecules or ions with the total composition C27H44BN2O12S, computed with wB97M-V/def2-TZVPD.

The geometry in ORCA input format:
```
! RIJCOSX wB97M-V def2-TZVPD def2/J DEFGRID3
* xyz 1 1
C 1.3817 1.1083 4.6067
C 0.8388 0.1671 3.4379
C -0.2433 0.9641 2.6521
O -0.3604 0.5141 1.2480
C -0.4992 1.6323 0.4514
N 0.6376 2.0819 -0.0545
N 0.5535 3.1709 -0.7867
C 1.8521 3.6866 -1.3541
C 2.5638 4.7171 -0.3782
C 4.0962 4.2942 -0.3379
O 2.5308 6.0401 -0.9207
C -0.6573 3.7668 -0.9828
S -0.6468 5.3254 -1.9698
C -1.9466 3.3359 -0.5142
C -1.8753 2.1112 0.3108
B -3.1817 1.4274 0.9537
O -3.9205 0.5763 0.1091
O -3.6120 1.5782 2.2562
C -3.7826 0.3227 2.9486
H 0.8298 2.0829 4.5840
H 1.2020 0.6709 5.6111
H 2.4578 1.3602 4.4578
H 1.7008 -0.1545 2.8021
H 0.4065 -0.7558 3.9470
H -1.2091 0.8457 3.2046
H 0.0220 2.0529 2.6241
H 1.7615 4.0391 -2.4020
H 2.5284 2.7950 -1.3938
H 2.1153 4.6549 0.6449
H 4.2873 3.4443 0.3574
H 4.7645 5.1667 -0.1895
H 4.3280 3.8990 -1.3669
H 2.7984 5.9261 -1.8507
H -0.4414 6.3798 -1.1045
H -2.8996 3.8589 -0.7147
H -3.2441 0.1471 -0.4518
H -3.0825 0.3005 3.8241
H -4.8270 0.1960 3.3229
H -3.5431 -0.5760 2.3346
O 0.6462 -1.5818 6.2650
C -0.4542 -2.0316 6.1357
O -1.2449 -1.7956 5.0458
C -2.5355 -2.3985 5.2626
C -2.3097 -3.4750 6.3024
C -1.1856 -2.8878 7.1388
H -3.2258 -1.6249 5.6109
H -2.9075 -2.8083 4.3235
H -3.2052 -3.7139 6.8748
H -1.9656 -4.3919 5.8177
H -1.5620 -2.2503 7.9413
H -0.5344 -3.6619 7.5382
O 2.9144 1.9455 -6.6366
C 1.9910 1.8504 -5.8870
O 2.1201 1.5159 -4.5626
C 0.8177 1.3835 -3.9797
C -0.0936 2.1822 -4.8612
C 0.5287 2.0347 -6.2347
H 0.5560 0.3234 -3.9535
H 0.8239 1.7738 -2.9619
H -1.1295 1.8449 -4.8164
H -0.0630 3.2335 -4.5545
H 0.1647 1.1442 -6.7505
H 0.3806 2.9189 -6.8501
O -1.8418 -0.5735 -6.1287
C -1.3444 -1.6638 -6.0417
O -2.0304 -2.8145 -6.2309
C -1.1801 -3.9386 -5.9498
C 0.2337 -3.4161 -6.1055
C 0.0908 -1.9672 -5.6706
H -1.3867 -4.2852 -4.9339
H -1.3990 -4.7450 -6.6477
H 0.9670 -3.9793 -5.5292
H 0.5303 -3.4557 -7.1560
H 0.2107 -1.8516 -4.5912
H 0.7799 -1.3153 -6.2050
O 0.3873 -5.5870 3.5556
C 0.8269 -4.9736 2.6262
O 1.6562 -5.5076 1.6931
C 2.0833 -4.4828 0.7842
C 1.0321 -3.3943 0.8881
C 0.5913 -3.5097 2.3378
H 3.0732 -4.1358 1.0917
H 2.1515 -4.8935 -0.2224
H 1.4064 -2.4061 0.6184
H 0.1909 -3.6262 0.2293
H 1.2175 -2.9116 3.0028
H -0.4581 -3.2493 2.4612
*
```

Values from the calculation:
gap between HOMO and LUMO	7.0	eV

Mulliken population analysis, charges in e, atoms 1 to 6: number 1, C, carries -1.354; number 2, C, carries 1.170; number 3, C, carries -0.339; number 4, O, carries -0.216; number 5, C, carries -0.032; number 6, N, carries -0.799

---

# 3
A molecular structure, C34H54N2O6PdSe, computed with wB97M-V/def2-TZVPD.

The geometry in ORCA input format:
```
! RIJCOSX wB97M-V def2-TZVPD def2/J DEFGRID3
* xyz 0 5
Pd -0.4569 -2.5580 -2.1456
C -0.4607 -5.5056 -1.7165
N -1.3996 -4.4045 -1.4160
C -2.6222 -4.5918 -2.2296
C -1.7952 -4.4142 0.0015
C -0.7044 -4.0981 1.0155
N -0.4350 -2.6749 1.1579
C -1.5122 -1.9708 1.8269
C -1.6789 -0.5210 1.4514
C -1.9762 0.4159 2.3988
C -2.2349 1.7536 2.0426
C -2.0487 2.1257 0.6991
C -1.7272 1.2519 -0.3134
C -1.6406 -0.1612 0.0395
O -1.5717 -1.0862 -0.7973
C -1.4907 1.8197 -1.7140
C -2.7283 2.6174 -2.1577
C -0.2768 2.7619 -1.6201
C -1.1935 0.7864 -2.8018
C -2.8001 2.7598 3.0381
C -4.2985 2.9067 2.7162
C -2.6535 2.2881 4.4863
C -2.1327 4.1355 2.9151
C 0.8756 -2.3675 1.7071
C 1.4992 -1.1240 1.1288
C 1.7206 0.0004 1.8581
C 2.4043 1.1132 1.3098
C 2.9037 1.0216 0.0034
C 2.7402 -0.0883 -0.7965
C 1.9423 -1.1897 -0.2593
O 1.6291 -2.1780 -0.9530
C 3.3671 -0.1889 -2.1801
C 2.2768 -0.2367 -3.2624
C 4.2348 -1.4577 -2.2719
C 4.2643 1.0176 -2.4674
C 2.5968 2.3556 2.1645
C 3.3521 1.9859 3.4498
C 1.2110 2.9056 2.5250
C 3.3776 3.4552 1.4443
H -0.8810 -6.4548 -1.3629
H 0.5007 -5.3261 -1.2392
H -0.3054 -5.5449 -2.7914
H -3.1333 -5.5097 -1.9152
H -2.3485 -4.6628 -3.2792
H -3.2848 -3.7391 -2.0855
H -2.1966 -5.4120 0.2242
H -2.6207 -3.7093 0.1015
H 0.2222 -4.5906 0.7224
H -1.0083 -4.5520 1.9748
H -1.4066 -2.0297 2.9242
H -2.4516 -2.4733 1.5889
H -2.0375 0.1065 3.4343
H -2.1821 3.1681 0.4428
H -2.9544 3.4494 -1.4895
H -3.6050 1.9696 -2.2094
H -2.5537 3.0270 -3.1537
H -0.4479 3.5851 -0.9229
H -0.0667 3.1869 -2.6033
H 0.6103 2.2138 -1.2906
H -2.0108 0.0896 -2.9682
H -0.2976 0.2070 -2.5814
H -1.0094 1.3143 -3.7396
H -4.8121 1.9471 2.7980
H -4.4494 3.2870 1.7048
H -4.7610 3.6049 3.4169
H -3.2197 1.3764 4.6799
H -3.0380 3.0580 5.1564
H -1.6079 2.1102 4.7482
H -2.2399 4.5661 1.9200
H -1.0721 4.0845 3.1544
H -2.6043 4.8247 3.6178
H 1.5409 -3.2000 1.4736
H 0.8434 -2.2726 2.8050
H 1.3756 0.0365 2.8859
H 3.4645 1.8562 -0.3855
H 1.6715 -1.1377 -3.1888
H 2.7457 -0.2563 -4.2480
H 1.6389 0.6489 -3.2127
H 3.6314 -2.3586 -2.2028
H 4.9953 -1.4679 -1.4866
H 4.7456 -1.4661 -3.2361
H 3.6993 1.9524 -2.4989
H 4.7241 0.8835 -3.4465
H 5.0662 1.1166 -1.7317
H 2.8130 1.2481 4.0445
H 3.4859 2.8770 4.0661
H 4.3383 1.5803 3.2181
H 0.6175 2.1773 3.0819
H 0.6540 3.1700 1.6232
H 1.3178 3.8011 3.1417
H 4.3828 3.1279 1.1731
H 3.4770 4.3170 2.1059
H 2.8660 3.7891 0.5397
O -0.9270 -4.7441 -5.0693
Se -0.2655 -3.2845 -4.8725
O -1.3745 -2.2898 -4.0449
O 0.8644 -3.3679 -3.6120
O 0.3236 -2.5693 -6.1763
*
```

Values from the calculation:
gap between HOMO and LUMO (spin up / spin down)	8.3 / 6.2	eV

Mulliken population analysis, charges in e, atoms 1 to 6: number 1, Pd, carries 2.007; number 2, C, carries -1.142; number 3, N, carries 0.685; number 4, C, carries -1.027; number 5, C, carries -1.289; number 6, C, carries -1.151

---

Result set for max |F|: 0.54 4.28 0.37 eV/A, one per record in the order listed.